Record 1
{"formula": "C6H8O3", "method": "wB97M-V/def2-TZVPD", "homo_energy_ha": -0.36995, "total_charge": 0, "gap_ha": 0.38407, "elements": ["O", "O", "O", "C", "C", "C", "C", "C", "C", "H", "H", "H", "H", "H", "H", "H", "H"], "coordinates": [[3.079222, 0.444013, -0.212457], [0.171163, 0.911471, -0.084234], [-1.842132, 1.798104, 0.132843], [-2.695758, -0.949188, 0.047973], [-1.452655, -0.606360, 0.033297], [-0.197967, -1.415499, 0.018901], [0.908621, -0.368144, -0.350451], [2.155347, -0.506930, 0.307945], [-1.103108, 0.813000, -0.060535], [-2.900748, -2.270931, 0.041389], [0.344701, -1.363699, 0.724107], [-0.025638, -2.249203, -0.710683], [-3.540258, -0.265462, -0.162424], [3.518311, 0.923911, 0.533953], [1.987151, -0.004335, 1.723377], [1.058558, -0.174905, -1.317443], [2.605011, -1.625354, 0.495734]], "forces_ev_per_a": [[0.4, -0.2, 0.8], [4.1, 0.9, 0.3], [1.5, -2.4, -1.1], [-2.9, -5.4, -0.8], [1.1, -0.2, -0.6], [-4.2, 0.4, -10.6], [-4.5, 1.8, -0.4], [3.6, 0.9, 6.6], [-3.2, 2.4, 2.2], [0.3, 4.4, 0.2], [4.8, -2.4, 11.8], [-0.8, 0.4, 1.2], [0.7, -0.5, 0.6], [-0.7, -0.9, -1.1], [0.0, -1.9, -3.9], [1.0, -0.2, -4.3], [-1.3, 2.7, -0.9]]}

Record 2
{"formula": "C6H8O3", "method": "wB97M-V/def2-TZVPD", "homo_energy_ha": -0.34636, "smiles": "C[C@]12O[C@H]1O[C@H]1C[C@H]1O2", "total_charge": 0, "gap_ha": 0.37813, "elements": ["O", "O", "O", "C", "C", "C", "C", "C", "C", "H", "H", "H", "H", "H", "H", "H", "H"], "coordinates": [[0.866268, 1.670925, -0.188851], [-0.917065, 1.258755, 1.118392], [-0.247865, -0.929819, 0.408045], [-0.511013, 1.532737, -0.105061], [1.554127, 0.484456, -0.473322], [-2.248716, -0.600367, -0.266109], [-0.973236, 0.209120, 0.100233], [2.131928, -0.253457, 0.713112], [1.092364, -0.800119, -0.148177], [1.331363, -1.739934, -0.495739], [2.947235, -1.168561, 0.665570], [2.109411, 0.601011, -1.417157], [-2.104440, -1.415341, -1.085389], [-3.248391, 0.109422, -0.234975], [-2.530322, -1.033321, 0.696134], [1.848316, -0.028796, 1.640158], [-1.099959, 2.103289, -0.926869]], "forces_ev_per_a": [[0.2, 0.2, -0.5], [-2.7, -0.5, 2.1], [2.9, 1.5, -0.6], [1.2, 0.5, -4.8], [2.9, 2.2, -2.0], [-3.3, 2.9, 0.6], [-2.7, -4.2, 1.0], [3.9, -4.0, -2.8], [-4.2, -1.6, 2.9], [0.5, -1.3, -1.9], [-1.1, 3.4, 0.1], [0.0, 0.0, 0.6], [-0.4, 2.0, 1.4], [2.3, -1.5, -1.4], [0.6, -0.8, -0.1], [-1.0, 1.4, 3.5], [1.0, 0.0, 2.0]]}

Record 3
{"formula": "C6H8O3", "method": "wB97M-V/def2-TZVPD", "homo_energy_ha": -0.36776, "smiles": "C[C@]12C[C@@H]1OC(=O)[C@H]2O", "total_charge": 0, "gap_ha": 0.37372, "elements": ["O", "O", "O", "C", "C", "C", "C", "C", "C", "H", "H", "H", "H", "H", "H", "H", "H"], "coordinates": [[0.570755, -1.236486, -1.323201], [1.754577, 1.705480, -0.376787], [2.680694, -1.175675, -0.013814], [-1.006672, -0.785908, 1.046001], [-0.458726, -0.167029, -1.166252], [-0.436099, 0.481366, 0.040823], [1.605112, -0.644076, -0.402284], [1.081347, 0.703961, 0.285237], [-1.820156, 0.330827, -0.736257], [-2.532330, -0.246641, -0.034271], [-0.119771, 0.757909, -1.761026], [-0.156759, -1.029289, 1.779883], [1.471917, 0.801820, 1.406212], [-1.990841, -0.618790, 1.871251], [-2.294447, 1.313124, -1.088963], [2.583785, 1.592284, 0.309137], [-0.932389, -1.782870, 0.164309]], "forces_ev_per_a": [[1.0, 2.0, 2.1], [3.5, 0.6, 2.4], [-4.8, 1.9, -2.8], [2.5, -1.7, 1.5], [1.2, 2.1, -4.8], [-1.7, -2.7, 5.8], [2.1, -3.1, 2.4], [-0.9, -1.0, 1.8], [-1.6, 2.0, 1.0], [1.1, 1.0, -2.2], [-0.2, -1.9, -0.7], [-1.1, 0.0, -0.9], [-1.7, -1.1, -2.0], [2.7, -0.5, -3.1], [0.9, -1.8, -0.6], [-2.1, 1.5, -3.5], [-1.1, 2.7, 3.5]]}

Record 4
{"formula": "C6H8O3", "method": "wB97M-V/def2-TZVPD", "homo_energy_ha": [-0.28828, -0.28833], "total_charge": 0, "gap_ha": [0.23678, 0.23687], "elements": ["O", "O", "O", "C", "C", "C", "C", "C", "C", "H", "H", "H", "H", "H", "H", "H", "H"], "coordinates": [[0.872840, -1.176371, -1.286728], [-2.238931, -1.917002, 1.250105], [2.213546, -0.362837, 0.426070], [-1.086166, -1.686492, 0.614889], [-0.900456, 0.884761, -0.237900], [-0.230392, -0.644841, 0.825509], [1.229972, 2.189844, -0.727028], [1.080000, -0.346466, -0.113942], [0.487595, 1.117836, -0.516667], [1.757199, -1.285167, -1.660057], [2.308351, 2.076539, -0.740232], [0.810760, 3.170591, -0.916052], [-0.108635, -0.220459, 1.816987], [-1.485030, 0.393352, -1.009092], [-2.348756, -1.292914, 1.983826], [-0.913712, -2.403017, -0.177711], [-1.448185, 1.502642, 0.468024]], "forces_ev_per_a": [[-0.2, -0.2, 0.0], [0.8, 0.1, -0.2], [-0.1, -0.2, 0.0], [-1.0, -0.3, 0.0], [-0.1, -1.0, 0.5], [0.9, 1.2, -0.7], [-0.2, -0.1, -0.1], [-0.5, 0.5, 0.3], [0.9, -0.4, 0.3], [0.0, 0.1, 0.2], [0.0, 0.0, 0.0], [0.0, 0.0, 0.1], [-0.2, 0.2, 0.0], [-0.1, 0.1, 0.1], [0.0, 0.0, 0.0], [-0.1, 0.1, -0.2], [-0.1, -0.1, -0.1]]}

Record 5
{"formula": "C6H8O5S", "method": "wB97M-V/def2-TZVPD", "homo_energy_ha": [-0.24335, -0.32963], "total_charge": 0, "gap_ha": [0.25616, 0.27239], "spin_multiplicity": 3, "elements": ["S", "O", "O", "O", "O", "O", "C", "C", "C", "C", "C", "C", "H", "H", "H", "H", "H", "H", "H", "H"], "coordinates": [[0.063930, 1.477476, 1.010665], [-1.963674, -1.692857, -1.196474], [0.448950, -1.929475, -1.447804], [2.261917, -0.047869, 0.371834], [-1.898849, 0.131726, 0.060134], [0.004924, 2.539538, 0.019426], [-1.266977, -0.743857, -0.536909], [1.672509, 1.780456, 1.848758], [2.731831, 1.214734, 0.951326], [-3.353363, -1.698721, -1.341447], [0.160559, -0.853066, -0.749816], [0.974402, 0.155749, 0.198298], [-3.913803, -2.003414, -0.455765], [-3.452048, -2.412067, -2.150414], [1.926861, 2.815551, 2.106624], [1.327832, -2.253970, -1.182201], [3.596090, 0.942586, 1.519204], [-3.784823, -0.609982, -1.797255], [1.464389, 1.158970, 2.683503], [2.999344, 2.028492, 0.088315]], "forces_ev_per_a": [[1.7, 0.0, 0.3], [1.4, -0.7, 0.0], [2.3, -0.6, 0.2], [0.7, 1.4, 0.3], [1.2, -0.3, 0.0], [-0.9, 1.3, -1.3], [-2.3, 0.8, -0.6], [-0.3, -0.3, -0.6], [1.1, 1.4, -1.7], [-1.3, 3.0, -1.8], [-2.0, 2.0, 2.4], [-2.6, -2.3, -1.8], [0.2, 0.2, 0.0], [-0.6, -0.2, 0.0], [-0.7, -0.3, 0.0], [-0.1, 0.0, -0.4], [0.8, 0.0, 0.1], [1.2, -2.9, 1.6], [0.7, -0.5, 1.4], [-0.7, -2.2, 1.9]]}

Record 6
{"formula": "C6H8O6", "method": "wB97M-V/def2-TZVPD", "homo_energy_ha": -0.39205, "smiles": "O=C1OCCO1.O=C1OCCO1", "total_charge": 0, "gap_ha": 0.40429, "elements": ["O", "O", "O", "O", "O", "O", "C", "C", "C", "C", "C", "C", "H", "H", "H", "H", "H", "H", "H", "H"], "coordinates": [[-16.475282, 29.987575, -17.032527], [-15.015011, 31.588530, -21.335580], [-14.259385, 29.720784, -20.179472], [-17.887052, 30.238038, -18.773721], [-16.361706, 28.533213, -18.578433], [-14.736802, 29.576816, -22.328392], [-17.074056, 29.521536, -18.135351], [-14.241064, 28.316509, -21.916960], [-13.781004, 28.526360, -20.464887], [-15.413593, 28.037555, -17.571332], [-15.272536, 29.241726, -16.673516], [-14.651161, 30.440419, -21.263118], [-14.273262, 29.663668, -16.780843], [-15.475918, 28.886609, -15.663258], [-15.780617, 27.148751, -17.058092], [-15.059332, 27.597314, -21.953020], [-13.309094, 28.006289, -22.389494], [-14.397124, 27.806564, -17.889963], [-12.692012, 28.486775, -20.439796], [-14.097671, 27.652237, -19.895917]], "forces_ev_per_a": [[0.8, 1.0, 1.7], [1.2, -2.1, 0.8], [-1.2, 4.3, 2.3], [2.1, -3.6, 2.4], [1.1, -3.7, -1.2], [0.9, 0.4, 0.5], [-0.8, 5.5, -2.2], [0.3, -0.8, 0.5], [1.4, -3.5, -2.2], [-0.1, 0.4, 0.0], [-2.1, -1.2, 0.6], [-1.8, 0.9, -1.4], [-0.6, 1.1, -0.1], [0.6, 0.5, 0.2], [-0.5, 0.1, -0.3], [0.2, -0.1, -0.4], [-0.6, 0.0, -1.1], [-0.5, -0.1, -1.1], [0.3, 0.4, 0.2], [-0.5, 0.6, 0.5]]}

Record 7
{"formula": "C6H8O6Zn", "method": "wB97M-V/def2-TZVPD", "homo_energy_ha": [-0.43804, -0.50941], "total_charge": 1, "gap_ha": [0.24418, 0.31116], "spin_multiplicity": 2, "elements": ["Zn", "O", "O", "O", "O", "O", "O", "C", "C", "C", "C", "C", "C", "H", "H", "H", "H", "H", "H", "H", "H"], "coordinates": [[1.268062, -1.645899, 1.402295], [-1.752785, -1.979933, 3.429972], [0.512080, -1.948817, 3.229236], [0.946229, -0.855301, -0.239498], [-0.677165, -2.044054, 1.428709], [1.430352, 1.333666, 0.107875], [1.086291, 0.584604, -1.935574], [1.080156, 2.518253, -0.633960], [-0.700409, -1.992220, 2.842962], [-1.034547, -1.043791, -0.667392], [1.028054, 2.015578, -2.079887], [-1.682022, -1.402529, 0.632790], [1.392396, 0.275444, -0.687182], [-2.511238, -2.113610, 0.502763], [1.851837, 3.274460, -0.463074], [-2.055672, -0.506418, 1.146521], [0.112713, 2.879922, -0.266695], [-0.912592, -1.860548, -1.383688], [-1.358822, -0.092862, -1.095210], [1.884354, 2.341541, -2.679764], [0.092727, 2.262513, -2.591197]], "forces_ev_per_a": [[-0.4, -0.4, 2.0], [1.3, 0.1, -0.6], [1.9, 0.2, -0.5], [3.0, 1.6, -1.4], [-0.1, -0.4, -0.7], [0.6, -0.8, 0.3], [0.8, -0.8, 0.5], [0.1, 0.7, -0.2], [-2.6, 0.0, 1.2], [-2.2, -0.5, -0.6], [0.2, 0.6, -0.3], [-0.4, 0.3, -0.1], [-3.0, 0.3, 0.0], [0.2, 0.2, 0.0], [-0.2, -0.2, 0.0], [0.1, -0.4, 0.1], [0.3, -0.2, 0.0], [0.2, 0.4, 0.2], [0.3, -0.2, 0.1], [-0.2, -0.1, 0.1], [0.3, -0.1, 0.1]]}

Record 8
{"formula": "C6H8OS", "method": "wB97M-V/def2-TZVPD", "homo_energy_ha": -0.32766, "smiles": "S[C@H]1C=C[C@H]2OC[C@@H]12", "total_charge": 0, "gap_ha": 0.35009, "elements": ["S", "O", "C", "C", "C", "C", "C", "C", "H", "H", "H", "H", "H", "H", "H", "H"], "coordinates": [[2.344586, -0.360058, -0.410793], [-1.820166, -0.796167, -0.610162], [0.259493, 1.403748, -0.430265], [-1.396809, 0.080670, 0.375654], [-0.413439, -1.511655, -0.550969], [-1.083401, 1.227800, -0.474352], [0.930138, 0.430590, 0.493120], [-0.042752, -0.638990, 0.686691], [0.075132, -1.541846, -1.479499], [-1.746703, 2.069924, -0.920080], [3.348634, 0.253714, 0.445138], [-0.383402, -2.537606, -0.143814], [-2.152135, -0.013062, 1.144455], [0.098521, -1.070560, 1.604224], [1.104864, 0.917067, 1.507918], [0.877432, 2.086424, -1.237271]], "forces_ev_per_a": [[2.1, 1.6, 2.4], [1.9, -4.8, -1.7], [0.2, 1.8, -2.9], [-1.0, -0.9, 1.1], [-2.4, -0.2, 2.7], [1.6, 4.5, 0.9], [1.7, 1.2, -0.4], [-2.3, 2.1, -3.0], [0.8, 0.7, -1.2], [0.8, -2.3, 0.6], [-1.3, -1.1, -1.6], [-1.0, 0.1, -0.6], [-0.2, 1.2, 0.6], [-0.1, -1.7, 2.0], [0.7, -0.6, -1.4], [-1.6, -1.6, 2.5]]}

Record 9
{"formula": "C6H8OS", "method": "wB97M-V/def2-TZVPD", "homo_energy_ha": -0.33852, "smiles": "C=C1[C@H](O)C=C[C@@H]1S", "total_charge": 0, "gap_ha": 0.36353, "elements": ["S", "O", "C", "C", "C", "C", "C", "C", "H", "H", "H", "H", "H", "H", "H", "H"], "coordinates": [[-2.468642, 0.246470, -0.638671], [2.278681, 0.453262, -0.881508], [1.378434, -0.049954, 0.081597], [0.038764, 2.033512, 0.212657], [0.894659, -1.479925, -0.171669], [-1.070590, -0.271252, 0.408201], [0.089353, 0.705518, 0.270059], [-0.422093, -1.585743, 0.007276], [0.904673, 2.626114, 0.013261], [-0.888711, 2.540128, 0.347359], [-1.498248, -0.322265, 1.458183], [-0.960453, -2.540521, -0.069997], [-3.434617, -0.557436, -0.035151], [1.508023, -2.346416, -0.373036], [1.681668, 0.557237, -1.660454], [1.969095, -0.008729, 1.031899]], "forces_ev_per_a": [[-0.9, -0.6, 0.4], [-1.4, 0.2, -1.1], [0.9, -1.3, 1.3], [-0.4, -0.9, 0.1], [-0.6, 0.4, 0.4], [-0.3, -0.4, 1.0], [0.0, 0.6, -0.1], [0.1, -0.2, 0.1], [0.5, 0.2, 0.0], [-0.6, 0.4, 0.0], [0.7, 0.1, -1.1], [0.1, 0.6, 0.1], [0.9, 0.7, -0.5], [0.3, 0.2, -0.1], [1.0, 0.1, 0.4], [-0.4, -0.2, -0.5]]}

Record 10
{"formula": "C6H8OS", "method": "wB97M-V/def2-TZVPD", "homo_energy_ha": -0.31083, "smiles": "CSc1ccoc1C", "total_charge": 0, "gap_ha": 0.34280, "elements": ["S", "O", "C", "C", "C", "C", "C", "C", "H", "H", "H", "H", "H", "H", "H", "H"], "coordinates": [[-0.751746, 0.001322, 1.919984], [0.218457, -1.117875, -1.850319], [-0.403182, 1.762370, 1.824648], [-0.938366, -0.487516, -2.090725], [0.512258, -0.932207, -0.496923], [1.796154, -1.324398, -0.004913], [-1.512305, 0.082941, -1.004091], [-0.573368, -0.241770, 0.107588], [2.664983, -0.614650, -0.251764], [-1.144088, -0.407964, -3.134818], [-0.675932, 2.409803, 2.795129], [0.589195, 1.944982, 1.525327], [-1.022480, 2.100087, 0.972909], [1.979820, -2.436778, -0.320382], [-2.384140, 0.671757, -1.069130], [1.644741, -1.410103, 1.077482]], "forces_ev_per_a": [[0.2, -0.2, -1.6], [0.9, 0.4, 1.7], [-2.1, 1.8, 1.3], [-0.4, 0.6, -0.1], [-3.8, 1.9, -0.6], [1.8, -2.3, 0.5], [2.2, -1.4, 0.6], [0.9, -1.1, -0.8], [-1.3, -1.2, 0.2], [-0.5, -0.1, -0.3], [0.6, -1.8, -2.1], [1.4, 0.2, 0.0], [0.1, 0.3, 0.7], [0.2, 2.1, 0.3], [-0.8, 0.4, 0.4], [0.5, 0.3, 0.0]]}